88
Properties=species:S:1:pos:R:3:forces:R:3 method="wB97M-V/def2-TZVPD" homo_ev=-9.139 de_lowest_kj_mol=325.4 e_lumo_ev=-0.24 smiles="NC(N)=O.NC(N)=O.CCO.CCO.CCO.CCO.CCO.CCO.CO.CO.CO" molar_mass_g_mol=492.7 e_tot_ha=-1727.80644
N 22.631 5.213 5.805 1.2 2.8 -2.4
C 23.408 4.166 5.807 5.8 -0.7 -5.7
N 23.034 3.324 6.742 -0.2 -1.5 2.3
O 24.418 3.898 4.907 -5.0 1.2 4.4
H 22.780 5.923 5.090 0.1 -0.5 0.4
H 21.756 5.192 6.246 -1.5 0.2 1.2
H 23.608 2.553 6.933 1.1 -1.1 0.1
H 22.646 3.708 7.580 -0.4 0.2 0.3
N 19.408 0.830 5.047 -5.9 -0.2 1.5
C 20.095 1.684 5.745 -0.9 2.7 3.2
N 21.298 1.779 5.285 2.9 2.7 1.6
O 19.618 2.428 6.780 1.7 -2.7 -3.9
H 18.388 1.098 5.189 1.0 -0.8 -0.5
H 19.641 0.322 4.227 0.9 0.1 -0.8
H 21.865 2.493 5.798 -0.1 -1.3 -0.9
H 21.624 1.209 4.533 0.0 -0.3 -0.3
C 21.291 3.551 2.056 -1.6 0.1 0.8
C 20.124 4.348 1.372 2.9 -1.8 -0.7
O 20.792 5.194 0.483 0.4 1.4 -0.5
H 20.910 2.835 2.789 -0.1 0.1 0.1
H 21.874 4.271 2.623 0.3 0.0 -0.1
H 21.931 2.975 1.393 -0.1 0.4 -0.4
H 19.548 4.910 2.036 -0.8 0.8 1.4
H 19.482 3.723 0.798 -0.7 -0.8 -0.2
H 20.494 5.042 -0.407 -0.2 0.0 -0.4
C 20.306 -0.019 9.077 0.1 -1.7 -3.4
C 21.599 0.649 8.682 -0.8 0.9 2.3
O 22.674 0.079 9.424 0.9 0.1 -1.8
H 20.080 0.200 10.053 -0.7 0.5 2.4
H 20.305 -1.120 8.929 0.4 0.5 0.3
H 19.518 0.300 8.401 -0.3 0.4 0.2
H 21.406 1.724 8.934 0.6 -0.5 -0.1
H 21.835 0.659 7.645 0.3 -0.6 -0.8
H 22.559 0.128 10.356 -0.6 0.3 1.0
C 19.412 5.106 4.778 0.3 1.8 0.0
C 19.309 5.716 6.179 -0.7 -2.2 1.2
O 20.186 5.048 7.148 0.4 1.1 -1.0
H 20.356 5.358 4.278 -0.2 -0.3 0.1
H 18.595 5.403 4.133 -0.2 0.8 -0.1
H 19.240 4.068 4.807 0.4 -1.5 0.4
H 18.315 5.507 6.582 -0.4 -0.1 -0.3
H 19.384 6.774 6.329 0.8 0.6 -0.5
H 20.235 4.100 6.911 -0.8 -0.4 0.2
C 17.888 -3.540 4.980 -0.8 -2.5 -1.6
C 17.730 -2.102 4.612 -0.9 0.2 -0.9
O 17.994 -1.373 5.777 0.2 0.7 0.0
H 17.403 -4.162 4.147 0.6 0.6 1.1
H 17.446 -3.883 5.932 -0.1 0.6 -0.4
H 18.938 -3.861 4.987 -0.3 0.3 -0.1
H 16.669 -1.856 4.233 1.3 -0.5 0.5
H 18.426 -1.880 3.745 -0.7 0.0 1.0
H 18.617 -0.666 5.543 -0.2 -0.1 0.7
C 18.251 1.692 2.221 -0.3 0.1 0.1
C 19.231 0.693 1.639 -0.5 1.7 -1.5
O 19.668 -0.249 2.566 -0.3 -0.9 -0.1
H 17.949 2.484 1.564 -0.1 -0.1 -1.3
H 18.698 2.325 2.947 0.6 0.0 1.3
H 17.304 1.303 2.604 0.3 -0.5 0.1
H 20.092 1.188 1.204 0.5 0.7 0.4
H 18.813 0.319 0.712 -0.6 -1.1 0.1
H 20.250 -0.842 2.088 0.0 -0.3 0.2
C 16.620 4.275 9.984 -0.3 1.4 -1.4
C 17.684 3.567 9.220 -0.2 -1.3 0.6
O 17.153 2.537 8.448 -1.2 -0.8 -0.9
H 16.024 4.968 9.285 0.3 -1.3 1.3
H 17.103 4.877 10.704 0.8 1.4 0.6
H 16.109 3.632 10.662 -1.2 -0.8 -0.3
H 18.340 3.049 9.901 0.8 0.4 0.7
H 18.220 4.204 8.576 1.0 1.2 -0.5
H 17.846 2.230 7.852 0.1 0.0 -0.2
C 16.378 3.060 5.037 -1.6 0.0 -0.3
O 16.802 1.812 5.530 0.9 0.1 0.2
H 16.715 3.821 5.729 0.1 0.1 0.2
H 15.226 3.063 5.033 1.7 0.4 -0.3
H 16.825 3.262 4.040 -0.6 0.0 0.4
H 16.161 1.148 5.341 -0.7 -0.7 -0.1
C 23.450 0.888 3.238 1.2 1.8 -1.5
O 22.381 0.012 3.402 -0.9 -1.1 0.9
H 23.350 1.154 2.141 1.4 0.1 1.1
H 24.449 0.527 3.602 -0.9 -0.2 -0.8
H 23.333 1.852 3.798 -0.3 -0.8 -0.4
H 22.242 -0.505 2.599 0.3 0.3 0.4
C 21.222 -2.042 5.635 -0.8 1.3 0.6
O 21.122 -3.419 5.862 1.1 -0.3 -0.3
H 21.260 -1.411 6.564 -0.2 -0.7 -0.5
H 20.409 -1.632 5.004 0.3 -0.4 0.3
H 22.132 -1.815 5.121 0.7 -0.3 -0.4
H 20.265 -3.680 6.171 -0.6 0.2 0.4


56
Properties=species:S:1:pos:R:3:forces:R:3 method="wB97M-V/def2-TZVPD" homo_ev=-11.782 charge=+1 e_lumo_ev=-4.26 molar_mass_g_mol=452.4 e_tot_ha=-3801.06451
C 3.218 -1.821 1.395 -0.3 0.3 0.0
C 2.490 -1.619 0.468 0.3 -0.1 -0.1
C 1.672 -1.396 -0.718 0.1 0.0 0.3
C 0.789 -0.172 -0.583 0.3 -0.3 0.1
C 1.247 0.858 0.202 0.0 0.1 0.0
N 0.521 1.970 0.348 0.1 0.1 0.0
Br 1.241 3.305 1.416 0.0 0.0 0.0
C -0.680 2.149 -0.264 0.4 0.3 0.0
C -1.370 3.366 -0.031 -0.3 -0.4 0.3
C -2.129 4.212 0.335 -0.1 0.3 0.0
C -1.174 1.147 -1.075 -0.1 0.3 0.0
C -2.478 1.334 -1.810 0.1 0.0 -0.4
O -3.370 0.276 -1.597 0.1 0.0 0.1
C -3.849 0.180 -0.257 -0.5 -0.1 0.0
C -4.647 1.386 0.239 0.2 0.0 0.5
C -6.019 1.016 0.804 -0.1 0.0 -0.1
C -0.432 -0.013 -1.224 0.2 -0.6 -0.1
C -0.936 -1.083 -2.163 0.0 0.0 -0.3
O -1.152 -0.826 -3.305 -0.1 0.1 -0.3
O -1.013 -2.306 -1.629 -0.1 0.1 0.5
C -2.333 -2.819 -1.301 -0.1 -0.6 0.0
C -2.392 -3.180 0.172 -0.1 -0.1 -0.1
C -3.825 -3.205 0.715 0.2 0.3 0.2
H 3.812 -1.889 2.268 0.2 -0.2 0.1
H 2.342 -1.273 -1.568 0.0 0.0 -0.2
H 1.077 -2.283 -0.882 -0.2 -0.1 -0.2
H 2.197 0.823 0.701 0.4 0.0 0.1
H -2.804 4.965 0.657 -0.1 0.2 0.0
H -2.904 2.301 -1.573 -0.2 0.1 0.2
H -2.244 1.347 -2.871 -0.1 -0.1 -0.2
H -3.034 -0.074 0.425 0.3 0.1 0.0
H -4.510 -0.680 -0.259 0.0 -0.2 -0.2
H -4.080 1.861 1.038 0.1 0.3 0.0
H -4.755 2.135 -0.538 0.0 0.0 -0.3
H -6.752 1.787 0.597 -0.1 0.2 0.0
H -5.989 0.880 1.879 0.0 -0.1 0.2
H -6.400 0.102 0.359 -0.1 -0.2 -0.1
H -2.459 -3.721 -1.888 -0.1 -0.1 -0.3
H -3.107 -2.118 -1.593 0.1 0.3 -0.1
H -1.935 -4.158 0.286 0.2 -0.1 0.1
H -1.786 -2.482 0.742 0.1 0.2 0.1
H -4.024 -4.099 1.291 -0.1 -0.2 0.0
H -4.568 -3.102 -0.069 -0.1 -0.2 -0.1
H -3.975 -2.372 1.394 -0.1 0.1 0.1
C 5.752 1.643 0.329 -0.3 0.2 -0.1
O 4.575 1.307 0.321 -0.2 0.0 0.0
N 6.760 0.874 0.736 0.3 -0.2 0.1
C 8.133 1.351 0.726 -0.1 -0.1 0.0
C 6.493 -0.482 1.206 -0.1 0.3 -0.1
H 6.075 2.640 -0.006 0.0 0.0 0.0
H 8.747 0.719 0.083 0.0 0.0 0.0
H 8.545 1.331 1.736 0.0 0.0 0.0
H 8.168 2.371 0.352 0.0 0.0 0.0
H 6.024 -1.072 0.419 0.0 0.0 0.0
H 5.818 -0.449 2.061 0.0 0.0 0.0
H 7.430 -0.944 1.501 0.0 0.0 0.0